No. 1
A structure of composition C4H4FeO2 in a non-equilibrium geometry. Source: the OMol25 dataset; level of theory: ωB97M-V with the def2-TZVPD basis set.

Computed properties:
- E_tot: -1568.57321 a.u.
- LUMO energy (spin up / spin down): -5.09 / -5.61 eV
- 2S+1: 6
- Charge: +1
- <S²>: 8.7547
- Orbital gap (spin up / spin down): 7.100 / 8.229 eV
- Relative energy (zero: lowest compared OMol25 entry of this formula, charge and spin): 0.481 eV

Last column: Löwdin charge in e.
Positions of all 11 atoms, in Å:
H1 -1.420 2.419 0.876  0.143
O1 -1.797 2.420 -0.034  0.044
C1 -1.028 1.670 -0.838  -0.152
C2 -0.603 0.454 -0.559  0.078
C3 -0.214 -0.804 -0.416  -0.033
C4 0.911 -1.095 0.452  -0.196
O2 1.328 -2.241 0.631  -0.257
Fe1 2.708 -3.171 1.498  0.939
H2 -0.563 2.227 -1.656  0.150
H3 -0.722 -1.642 -0.901  0.136
H4 1.402 -0.238 0.947  0.147

=====

No. 2
An isolated molecule of C4H4I2N2O2 in a non-equilibrium geometry. Source: the OMol25 dataset; level of theory: ωB97M-V with the def2-TZVPD basis set.

Computed properties:
- E_tot: -1010.23188 a.u.
- SMILES string: C[C@@]1(I)NC(=O)N(I)C1=O
- LUMO energy: -0.65 eV
- Orbital gap: 9.148 eV

Last column: Löwdin charge in e.
Positions of all 14 atoms, in Å:
C1 0.251 0.094 -0.617  -0.106
C2 -0.344 0.969 0.457  -0.764
I1 -2.021 2.160 -0.322  0.834
N1 -0.667 0.337 1.677  0.069
C3 -0.136 0.928 2.784  -0.621
O1 -0.277 0.620 3.929  0.067
N2 0.674 1.982 2.335  -0.396
I2 1.793 3.028 3.652  1.021
C4 0.736 2.116 0.995  -0.586
O2 1.385 2.850 0.324  0.073
H1 0.898 -0.650 -0.153  0.092
H2 0.849 0.703 -1.297  0.086
H3 -0.517 -0.414 -1.198  0.068
H4 -1.341 -0.410 1.761  0.163

=====

What is the E_tot in the second record? -1010.23188 a.u.